{"formula": "C37H41Cl3IrN6O4PS2", "method": "ωB97M-V with the def2-TZVPD basis set", "orbital_gap_ev": [4.881, 4.949], "max_force_ev_per_a": 3.0, "total_charge": 2, "lumo_ev": [-7.67, -7.60], "homo_ev": [-12.55, -12.55], "e_tot_ev": -127515.828, "e_above_lowest_kj_mol": 782.49, "symbols": ["Ir", "C", "C", "C", "C", "N", "C", "C", "C", "C", "C", "C", "N", "H", "H", "H", "H", "H", "H", "H", "H", "C", "C", "O", "P", "O", "C", "C", "O", "C", "C", "H", "H", "H", "H", "H", "H", "H", "H", "H", "H", "H", "H", "H", "H", "H", "C", "C", "C", "C", "N", "C", "S", "N", "H", "H", "H", "H", "H", "Cl", "C", "C", "C", "C", "C", "C", "N", "C", "C", "N", "C", "O", "C", "C", "C", "Cl", "S", "C", "C", "C", "Cl", "C", "H", "H", "H", "H", "H", "H", "H", "H", "H", "H", "H", "H", "H"], "coordinates": [[1.235, 0.918, -1.029], [1.301, -2.047, -4.578], [2.079, -1.341, -5.481], [2.751, -0.209, -5.046], [2.622, 0.187, -3.724], [1.805, -0.456, -2.879], [1.178, -1.554, -3.292], [3.416, 1.271, -3.112], [4.469, 1.903, -3.755], [5.257, 2.805, -3.060], [4.985, 3.038, -1.722], [3.895, 2.408, -1.153], [3.119, 1.557, -1.834], [0.796, -2.961, -4.856], [2.172, -1.668, -6.507], [3.363, 0.352, -5.736], [0.557, -2.063, -2.565], [4.687, 1.683, -4.789], [6.081, 3.306, -3.549], [5.605, 3.687, -1.120], [3.624, 2.582, -0.122], [-0.174, 5.863, 3.063], [-0.598, 4.478, 2.627], [0.424, 3.961, 1.728], [0.363, 2.749, 0.722], [0.882, 3.405, -0.645], [1.613, 4.659, -0.785], [0.683, 5.849, -0.855], [1.754, 1.990, 1.127], [2.119, 1.672, 2.506], [3.253, 2.568, 2.956], [-0.732, 6.164, 3.948], [-0.343, 6.598, 2.278], [0.888, 5.862, 3.311], [-1.564, 4.497, 2.121], [-0.668, 3.811, 3.487], [2.163, 4.558, -1.719], [2.320, 4.770, 0.039], [-0.029, 5.734, -1.671], [1.273, 6.749, -1.028], [0.134, 5.966, 0.076], [2.410, 0.624, 2.523], [1.255, 1.803, 3.152], [4.168, 2.354, 2.403], [3.446, 2.392, 4.014], [2.983, 3.616, 2.823], [-3.411, 2.140, 6.068], [-3.482, 1.886, 4.597], [-4.674, 1.952, 3.877], [-4.612, 1.666, 2.522], [-3.476, 1.338, 1.915], [-2.382, 1.313, 2.673], [-0.879, 0.835, 1.923], [-2.342, 1.587, 3.974], [-4.401, 2.247, 6.505], [-2.838, 3.049, 6.257], [-2.884, 1.322, 6.558], [-5.606, 2.217, 4.355], [-5.494, 1.690, 1.894], [0.978, -3.892, 5.124], [0.221, -3.977, 3.577], [0.967, -3.760, 2.431], [0.339, -3.830, 1.199], [-1.021, -4.095, 1.076], [-1.658, -4.158, -0.302], [-2.644, -2.996, -0.552], [-1.989, -1.788, -1.041], [-2.380, -1.044, -2.128], [-1.495, -0.019, -2.236], [-0.569, -0.130, -1.225], [-0.905, -1.200, -0.521], [-2.380, -5.352, -0.474], [-1.709, -6.350, -1.236], [-1.646, -6.000, -2.698], [-2.753, -5.859, -3.484], [-4.376, -6.071, -2.999], [-2.361, -5.455, -5.110], [-0.690, -5.472, -4.746], [-0.453, -5.765, -3.439], [-1.747, -4.321, 2.251], [-3.439, -4.674, 2.215], [-1.132, -4.265, 3.493], [2.024, -3.551, 2.505], [0.929, -3.672, 0.301], [-0.859, -4.096, -1.053], [-3.185, -2.778, 0.367], [-3.365, -3.331, -1.296], [-3.246, -1.291, -2.716], [-1.458, 0.774, -2.962], [-0.397, -1.547, 0.360], [-2.298, -7.254, -1.088], [-0.698, -6.526, -0.852], [0.028, -5.303, -5.533], [0.537, -5.843, -3.011], [-1.710, -4.444, 4.388]]}

=====

{"formula": "C4H9N3", "method": "ωB97M-V with the def2-TZVPD basis set", "orbital_gap_ev": 10.391, "max_force_ev_per_a": 5.7, "total_charge": 0, "lumo_ev": 0.88, "homo_ev": -9.51, "e_tot_ev": -8760.758, "smiles": "[H]/N=C\\N1CC(N)C1", "e_above_lowest_kj_mol": 363.49, "symbols": ["H", "N", "C", "N", "C", "C", "N", "C", "H", "H", "H", "H", "H", "H", "H", "H"], "coordinates": [[-2.465, -1.298, -0.184], [-2.852, -0.445, -0.126], [-2.013, 0.515, -0.118], [-0.599, 0.414, -0.583], [0.380, 1.141, 0.343], [1.148, -0.183, 0.593], [2.206, -0.082, -0.519], [-0.071, -0.891, 0.143], [-2.313, 1.623, -0.296], [-0.275, 1.619, 1.109], [1.047, 1.742, -0.353], [1.711, -0.391, 1.517], [2.746, -0.923, -0.781], [1.817, 0.153, -1.435], [0.338, -1.852, -0.379], [-0.805, -1.143, 1.069]]}

=====

{"formula": "C7H5NO2", "method": "ωB97M-V with the def2-TZVPD basis set", "orbital_gap_ev": [8.603, 3.910], "max_force_ev_per_a": 5.1, "total_charge": 0, "lumo_ev": [-0.53, -2.68], "homo_ev": [-9.13, -6.59], "e_tot_ev": -12916.484, "e_above_lowest_kj_mol": 753.04, "symbols": ["C", "C", "C", "C", "C", "C", "C", "N", "O", "O", "H", "H", "H", "H", "H"], "coordinates": [[1.575, 0.095, -1.189], [1.527, -0.922, -0.316], [0.440, 0.769, -1.690], [0.244, -1.506, 0.201], [-0.703, 0.327, -1.114], [-0.791, -0.684, -0.107], [-1.905, -0.046, -0.658], [-1.197, 1.310, 3.134], [-0.009, 0.975, 3.411], [-1.708, 1.235, 2.028], [2.521, 0.519, -1.486], [2.418, -1.332, 0.004], [0.359, 1.460, -2.449], [0.131, -2.421, 0.712], [-2.903, 0.222, -0.480]]}

=====

{"formula": "C4H6O2", "method": "ωB97M-V with the def2-TZVPD basis set", "orbital_gap_ev": 8.337, "max_force_ev_per_a": 2.0, "total_charge": 0, "lumo_ev": 0.01, "homo_ev": -8.33, "e_tot_ev": -8334.396, "e_above_lowest_kj_mol": 585.20, "symbols": ["C", "C", "O", "C", "C", "O", "H", "H", "H", "H", "H", "H"], "coordinates": [[-1.422, -0.772, -0.690], [-0.587, -0.161, 0.379], [-1.006, 0.198, 1.505], [0.884, 0.028, 0.333], [1.585, 0.940, -0.344], [0.168, 0.741, 2.115], [-1.242, -1.856, -0.722], [-2.493, -0.590, -0.568], [-1.061, -0.366, -1.640], [1.375, -0.839, 0.779], [1.149, 1.880, -0.672], [2.651, 0.797, -0.475]]}

=====

Copy entry 4 word for word.
{"formula": "C4H6O2", "method": "ωB97M-V with the def2-TZVPD basis set", "orbital_gap_ev": 8.337, "max_force_ev_per_a": 2.0, "total_charge": 0, "lumo_ev": 0.01, "homo_ev": -8.33, "e_tot_ev": -8334.396, "e_above_lowest_kj_mol": 585.20, "symbols": ["C", "C", "O", "C", "C", "O", "H", "H", "H", "H", "H", "H"], "coordinates": [[-1.422, -0.772, -0.690], [-0.587, -0.161, 0.379], [-1.006, 0.198, 1.505], [0.884, 0.028, 0.333], [1.585, 0.940, -0.344], [0.168, 0.741, 2.115], [-1.242, -1.856, -0.722], [-2.493, -0.590, -0.568], [-1.061, -0.366, -1.640], [1.375, -0.839, 0.779], [1.149, 1.880, -0.672], [2.651, 0.797, -0.475]]}